Formula: C6H7NO3S2
Source: the OMol25 dataset
Level of theory: ωB97M-V with the def2-TZVPD basis set

The geometry in XYZ format:
```
19
Properties=species:S:1:pos:R:3:forces:R:3:lowdin_charge:R:1
C 0.954 0.340 -1.862 1.5465 3.1324 0.1579 -0.378
C -0.011 1.098 0.429 0.2235 1.6282 2.4313 -0.464
C 0.382 -1.007 -2.238 0.3052 0.5368 -0.5706 -0.026
C 0.245 -1.004 1.892 2.0464 0.2376 -1.9200 -0.383
C -0.420 0.336 1.722 -1.2377 0.8253 -0.8324 -0.423
C -0.413 -0.862 -0.891 -0.4088 -1.9661 -0.2657 -0.489
N 0.137 0.430 -0.698 0.4690 -1.2465 -1.3046 -0.039
O 1.710 1.192 -2.263 -0.7059 -1.9894 0.0237 0.130
O 0.636 3.333 -0.725 -0.5770 -0.2515 1.4115 -0.563
O -1.830 0.281 1.921 -0.0207 0.0387 0.6123 -0.017
S 0.010 -2.114 0.439 -0.2205 0.6583 -0.9450 0.909
S 0.260 2.730 0.598 0.4132 -0.5733 -1.5675 1.015
H -0.099 -0.843 -3.224 -0.4384 -0.4567 0.7725 0.137
H 1.131 -1.795 -2.373 -0.2887 0.0656 0.4508 0.121
H 1.344 -0.813 1.987 -0.8143 -0.2226 0.0240 0.102
H -0.059 -1.677 2.651 -0.6273 0.1954 1.2747 0.057
H -0.112 1.041 2.470 0.3701 0.0130 0.8765 0.113
H -1.487 -0.774 -0.998 -0.3274 -0.4533 -0.0845 0.110
H -2.381 0.107 1.161 0.2927 -0.1719 -0.5451 0.088
```
Forces are in eV/Å.

Its total charge is 0. The calculation puts the energy relative to the best compared isomer or geometry (same formula, charge and spin) at 33.3 kcal/mol. The value obtained for the HOMO energy is -8.573 eV. The energy is -35636.06626 eV. The calculation puts the HOMO-LUMO gap at 0.2999 Eh.



Formula: C4H8O2
Source: the OMol25 dataset
Level of theory: ωB97M-V with the def2-TZVPD basis set

The geometry in XYZ format:
```
14
Properties=species:S:1:pos:R:3:forces:R:3:lowdin_charge:R:1
C 0.265 0.292 0.635 -5.6326 -0.0898 2.5253 -0.257
C 0.781 -1.055 1.073 0.2802 -0.0128 -0.1926 -0.040
C -0.230 0.492 -0.694 5.7113 -0.4857 -2.9962 -0.216
C -1.178 0.438 -1.601 -0.2435 0.6812 0.7167 0.086
O -1.337 0.321 1.148 2.0272 0.1794 0.9990 -0.139
O 1.354 0.556 -1.186 -2.4281 -0.1341 -0.7606 -0.118
H -1.388 1.046 1.789 -0.0670 -0.2608 -0.1359 0.057
H 1.441 -0.104 -1.891 -0.0124 0.2602 0.1198 0.062
H 0.729 1.161 1.093 0.1726 -0.0978 -0.2614 0.150
H 0.344 -1.863 0.483 0.0134 0.1796 -0.0109 0.094
H 0.508 -1.223 2.117 0.0456 0.1623 -0.0862 0.085
H 1.869 -1.088 0.975 -0.1084 -0.0205 -0.0209 0.085
H -2.215 0.483 -1.290 0.1301 -0.3068 -0.0005 0.075
H -0.942 0.542 -2.652 0.1116 -0.0544 0.1044 0.076
```
Forces are in eV/Å.

Its total charge is 0. The calculation puts the energy relative to the best compared isomer or geometry (same formula, charge and spin) at 88.8 kcal/mol. Its SMILES is C=C(O)[C@H](C)O. The value obtained for the HOMO energy is -9.919 eV. The energy is -8369.43200 eV. The calculation puts the HOMO-LUMO gap at 0.3973 Eh.



Formula: C5H8O2
Source: the OMol25 dataset
Level of theory: ωB97M-V with the def2-TZVPD basis set

The geometry in XYZ format:
```
15
Properties=species:S:1:pos:R:3:forces:R:3:lowdin_charge:R:1
C 1.470 0.516 0.722 -0.5148 0.5364 0.3215 0.027
C 0.208 0.293 0.321 0.1521 0.7557 0.8316 -0.362
O 0.982 -1.548 -0.939 0.9582 -0.1680 -0.7847 -0.066
C -0.742 -0.586 1.100 0.1105 -0.1798 0.5717 -0.240
O -1.807 -1.163 0.399 -0.3559 0.4652 -0.4360 -0.044
C -0.385 1.034 -0.748 -0.2722 0.5678 -0.3741 -0.102
C -0.952 1.686 -1.589 0.2283 -0.0705 0.3723 0.156
H 1.887 -0.054 1.545 -0.0222 0.0739 0.0269 0.086
H 2.086 1.266 0.250 0.0488 0.0194 -0.0313 0.082
H 1.620 -0.914 -0.530 -0.6325 -1.1537 -0.6562 0.021
H 0.716 -1.067 -1.738 0.0273 -0.3845 0.0871 0.053
H -1.104 0.060 1.917 -0.0733 -0.2141 0.0030 0.134
H -0.213 -1.436 1.528 0.2287 0.2191 0.0961 0.131
H -2.349 -0.447 0.035 0.0901 -0.2582 0.0175 0.087
H -1.417 2.360 -2.272 0.0271 -0.2087 -0.0456 0.036
```
Forces are in eV/Å.

Its total charge is 0. The calculation puts the energy relative to the best compared isomer or geometry (same formula, charge and spin) at 83.9 kcal/mol. Its SMILES is C#CC(=C)CO.O. The value obtained for the HOMO energy is -9.231 eV. The energy is -9406.19414 eV. The calculation puts the HOMO-LUMO gap at 0.3580 Eh.



Formula: C25H47FN14O9P2S
Source: the OMol25 dataset
Level of theory: ωB97M-V with the def2-TZVPD basis set

The geometry in XYZ format:
```
99
Properties=species:S:1:pos:R:3:forces:R:3:lowdin_charge:R:1
C 2.524 -4.032 -0.913 0.4903 0.3545 -0.0440 -0.001
C 3.175 -2.950 -0.478 -0.1883 -0.2115 0.0455 -0.175
C 3.042 -1.575 -1.065 0.9499 -0.4145 -0.3672 -0.131
C 1.953 -0.727 -0.443 0.0154 0.2265 -0.1068 -0.064
C 1.993 0.615 -0.465 0.0051 -0.2646 -0.3667 -0.071
C 3.137 1.356 -1.104 -0.0604 -0.1138 -0.0576 -0.074
C 2.953 2.803 -1.476 0.1242 0.6066 0.2107 -0.400
C 4.185 3.674 -1.407 0.1425 -0.6664 -0.0590 -0.011
N 1.832 3.243 -1.879 -0.1631 -0.3157 0.1703 0.149
C 0.849 1.330 0.162 -0.2914 0.0324 0.0165 -0.283
O 0.998 2.267 0.914 0.4336 -0.0183 -0.0641 0.026
C -0.501 0.753 -0.129 0.0156 -0.0109 -0.0043 -0.081
C -1.646 1.509 -0.396 0.2452 -0.1866 -0.2346 -0.297
P -1.605 3.325 -0.302 -0.8292 0.8422 0.7677 0.459
S -2.984 4.074 0.864 -0.1198 -0.2683 -0.1839 0.213
C -2.859 0.851 -0.703 0.0856 -0.2570 -0.7329 -0.260
P -4.493 1.650 -1.117 -1.1174 0.4592 0.9865 0.886
C -4.094 2.999 -2.303 0.6003 -0.3782 -0.2010 -0.305
O -5.264 0.611 -2.146 0.7593 0.0573 -0.1994 -0.328
C -2.841 -0.544 -0.649 0.3408 0.2285 0.0911 -0.228
F -3.970 -1.215 -0.867 -0.1762 -0.0584 0.1067 0.076
C -1.721 -1.323 -0.363 0.2051 0.0352 0.2923 -0.061
C -1.863 -2.822 -0.378 -0.7836 -0.1697 0.0416 -0.160
N -2.173 -3.290 -1.729 0.5805 -0.0024 -0.1250 -0.089
C -0.983 -3.110 -2.586 -0.6667 0.2477 0.6175 -0.090
C -0.538 -0.644 -0.104 -0.3230 0.0685 -0.2716 -0.029
C 0.751 -1.334 0.213 0.0291 0.0566 0.0833 -0.278
O 0.823 -2.252 0.993 0.0271 -0.1082 0.1039 0.126
H 2.343 -4.170 -1.973 -1.0557 0.3569 0.0724 0.062
H 2.197 -4.781 -0.204 0.8284 -0.6515 -0.2328 0.065
H 3.823 -3.034 0.390 -0.8167 0.2411 0.6879 0.107
H 3.998 -1.059 -0.960 -0.0331 0.1540 -0.0172 0.110
H 2.855 -1.647 -2.143 -0.1835 0.0413 -0.0198 0.139
H 4.045 1.233 -0.513 0.0068 0.0556 0.1199 0.127
H 3.336 0.837 -2.047 0.1157 0.0245 -0.0511 0.137
H 3.944 4.686 -1.087 0.0249 0.1170 -0.0970 0.062
H 4.649 3.678 -2.396 -0.0309 0.2402 -0.0742 0.095
H 4.926 3.230 -0.746 0.0144 0.1702 0.1894 0.078
H 1.935 4.231 -2.115 -0.1081 0.0027 -0.1996 0.068
H -0.364 3.713 0.163 0.2488 -0.2274 -0.3987 -0.056
H -1.676 3.849 -1.594 0.3130 -0.2242 -0.1691 -0.018
H -4.221 3.964 -1.822 0.0194 0.0776 -0.0019 0.010
H -3.086 2.904 -2.705 0.0000 0.1200 -0.1239 0.015
H -4.771 2.905 -3.149 -0.2296 0.0174 0.1075 0.041
H -4.712 0.431 -2.918 -0.2300 -0.1998 -0.1347 0.056
H -2.717 -3.068 0.257 -0.0098 -0.0287 0.0554 0.134
H -0.996 -3.318 0.058 0.1878 0.1243 -0.0445 0.110
H -2.385 -4.279 -1.672 0.0349 -0.1201 -0.0693 0.072
H -1.013 -2.094 -2.983 0.1525 -0.0327 -0.2442 0.079
H -0.081 -3.196 -1.968 0.2739 -0.2220 -0.2908 0.057
H -0.990 -3.839 -3.389 0.0742 -0.0035 -0.0767 0.075
C -1.872 -7.172 -3.606 -0.0273 -0.3081 -0.4181 -0.647
O -2.313 -6.273 -2.891 0.3303 0.2238 0.3275 -0.015
N -0.625 -7.700 -3.421 -0.0724 0.1655 0.1035 0.157
N -2.612 -7.675 -4.620 0.1855 0.1665 0.2695 0.180
H -0.247 -8.432 -3.992 -0.0476 -0.0202 -0.0167 0.094
H -0.073 -7.331 -2.670 0.0012 -0.0112 0.0208 0.098
H -3.527 -7.255 -4.715 -0.4635 -0.0605 -0.2895 0.059
H -2.306 -8.394 -5.247 0.0612 -0.0135 0.0437 0.102
C 3.706 2.332 4.051 -0.0234 -0.4201 0.0882 -0.655
O 3.730 3.555 4.138 0.3210 -0.0472 -0.0752 0.000
N 2.829 1.703 3.216 0.0631 0.0833 -0.0751 0.183
N 4.514 1.514 4.770 0.3090 0.2595 -0.1915 0.172
H 2.760 0.707 3.129 -0.0030 -0.0137 0.1171 0.085
H 2.225 2.281 2.663 0.0889 -0.1473 -0.1756 0.054
H 5.153 1.946 5.410 -0.0245 0.0046 0.0429 0.109
H 4.472 0.513 4.723 -0.2324 -0.0123 0.2158 0.080
C -5.541 -5.352 -4.384 0.3808 0.3929 0.5474 -0.659
O -5.274 -6.440 -4.882 -0.0371 -0.2717 -0.2720 0.000
N -6.728 -4.719 -4.617 -0.0491 -0.0867 -0.1177 0.153
N -4.666 -4.713 -3.560 -0.2870 0.0474 -0.2619 0.171
H -6.968 -3.833 -4.217 0.0387 -0.0008 0.0390 0.093
H -7.384 -5.179 -5.219 -0.0047 -0.0080 -0.0020 0.101
H -3.790 -5.177 -3.361 0.0552 -0.1235 0.0910 0.045
H -4.855 -3.827 -3.130 -0.0193 0.0457 0.0028 0.091
C -0.108 4.378 4.202 0.3651 0.0553 0.3557 -0.679
O -1.022 4.867 4.842 -0.1926 0.0258 0.0119 0.016
N -0.305 3.717 3.016 -0.0619 0.0912 -0.1743 0.144
N 1.200 4.453 4.612 -0.7272 0.1021 -0.3779 0.162
H 0.447 3.305 2.498 -0.1476 -0.1056 0.1332 0.022
H -1.247 3.613 2.651 0.2132 0.1800 0.2394 0.006
H 1.372 4.931 5.476 -0.0086 -0.0109 0.0293 0.102
H 1.986 4.054 4.118 0.1413 0.1544 0.1875 0.027
C 1.672 -0.696 6.059 -0.1235 0.0356 0.0751 -0.673
O 2.890 -0.698 6.143 0.0315 -0.0595 -0.2340 0.007
N 1.009 -1.011 4.903 0.0854 0.0440 0.0055 0.155
N 0.874 -0.382 7.119 0.0356 -0.0594 -0.0015 0.157
H 0.010 -1.011 4.821 -0.0050 0.0213 0.0049 0.096
H 1.559 -1.268 4.107 -0.0288 -0.1325 0.0036 0.087
H 1.328 -0.144 7.980 0.0105 0.0319 -0.0035 0.105
H -0.127 -0.370 7.075 -0.0018 0.0330 -0.0268 0.096
C 2.324 6.492 0.628 0.0275 -0.0830 -0.1106 -0.669
O 3.043 6.815 -0.309 0.0533 -0.0001 -0.0405 0.005
N 2.217 7.228 1.768 -0.0054 0.0506 -0.0549 0.166
N 1.573 5.353 0.593 -0.2629 -0.0665 0.3404 0.174
H 1.633 6.968 2.541 0.0052 -0.0751 0.0168 0.094
H 2.761 8.068 1.824 0.0220 -0.0050 -0.0048 0.104
H 1.596 4.770 -0.221 0.1304 0.0372 0.0383 0.037
H 0.984 5.069 1.358 -0.0267 0.0870 0.0708 0.061
```
Forces are in eV/Å.

Its total charge is 0. Its SMILES is [H]/N=C(\C)CC1=C(CC=C)C(=O)c2c(CNC)c(F)c(P(C)O)c([PH2]=S)c2C1=O.NC(N)=O.NC(N)=O.NC(N)=O.NC(N)=O.NC(N)=O.NC(N)=O. The value obtained for the HOMO energy is -8.587 eV. The energy is -98111.90329 eV. The calculation puts the HOMO-LUMO gap at 0.2655 Eh.



Formula: C21H33N3O5S
Source: the OMol25 dataset
Level of theory: ωB97M-V with the def2-TZVPD basis set

The geometry in XYZ format:
```
63
Properties=species:S:1:pos:R:3:forces:R:3:lowdin_charge:R:1
C -7.229 -1.945 -0.829 -0.1992 0.0205 -0.1178 -0.089
H -7.681 -2.930 -0.730 -0.0070 0.0879 -0.0339 0.093
O -6.003 -2.018 -0.142 0.3278 0.0568 0.1596 -0.081
C -5.217 -0.907 -0.102 0.0873 0.1946 -0.0239 -0.273
C -5.520 0.311 -0.691 -0.3273 -0.3190 -0.0497 -0.026
C -4.624 1.362 -0.570 0.2840 -0.0972 0.1858 -0.026
C -3.434 1.241 0.120 0.1299 0.0941 0.0118 -0.139
C -3.129 0.000 0.711 -0.3508 0.0118 -0.2083 -0.211
C -4.018 -1.053 0.598 0.1079 -0.1606 0.1174 0.065
H -3.823 -2.013 1.046 0.0640 -0.1173 0.0667 0.117
O -1.933 -0.087 1.369 -0.2061 0.3358 -0.1536 -0.109
C -1.554 -1.308 1.969 0.1414 -0.2456 0.1706 -0.061
H -0.533 -1.156 2.322 -0.1216 -0.0644 -0.0086 0.081
H -2.206 -1.553 2.811 -0.0073 -0.0023 -0.0554 0.104
H -1.566 -2.128 1.246 -0.0139 0.0175 0.0048 0.093
C -2.505 2.417 0.269 -0.0122 0.1650 0.1399 -0.105
N -1.150 2.064 -0.095 -0.2488 -0.3247 0.1274 0.080
C -0.216 2.940 -0.512 0.4163 -0.5287 -0.1304 -0.464
O -0.442 4.090 -0.823 -0.0425 0.4571 -0.0328 0.079
C 1.169 2.293 -0.549 0.0099 0.5425 0.0349 -0.216
C 2.211 3.128 -1.289 -0.1146 -0.2845 -0.1224 -0.144
C 3.545 2.381 -1.273 -0.0415 0.1624 0.1801 -0.163
C 3.969 2.070 0.165 0.5239 -0.0463 -0.4489 -0.183
N 2.933 1.408 0.925 0.0405 -0.8019 0.4121 -0.225
S 2.897 -0.242 0.930 0.0622 0.6170 0.0637 0.654
O 4.231 -0.678 1.201 0.1534 0.0220 -0.3172 -0.257
O 1.847 -0.619 1.829 -0.2383 0.0224 -0.2119 -0.273
N 2.460 -0.705 -0.638 0.2605 0.1779 0.9688 -0.218
C 3.519 -1.345 -1.396 0.6599 -0.1964 -0.0823 -0.205
C 3.719 -2.807 -1.001 -0.2314 0.1023 -0.2693 -0.149
H 4.489 -3.249 -1.634 0.0623 -0.0372 0.0167 0.123
H 4.063 -2.834 0.035 0.0673 -0.0988 -0.0016 0.114
C 2.410 -3.587 -1.130 0.0954 -0.1217 0.2939 -0.385
C 2.588 -5.032 -0.675 -0.0742 0.2526 -0.2146 -0.069
H 1.655 -5.583 -0.774 -0.0828 -0.1158 0.0167 0.076
H 3.347 -5.530 -1.274 0.0867 -0.1126 -0.0308 0.077
H 2.897 -5.063 0.367 0.0440 -0.0290 0.1463 0.083
C 1.331 -2.881 -0.307 0.0291 0.1194 -0.3706 -0.152
C 1.201 -1.420 -0.734 -0.5548 -0.2508 0.2621 -0.202
H 0.487 -0.904 -0.093 -0.2042 -0.0460 -0.1827 0.091
H 0.863 -1.354 -1.774 0.0085 0.0645 0.0689 0.137
H 0.370 -3.383 -0.431 -0.0496 -0.0401 0.0487 0.119
H 1.602 -2.903 0.751 -0.0477 -0.1006 0.0594 0.117
H 2.102 -3.584 -2.184 -0.0075 0.0238 -0.0059 0.143
H 4.434 -0.781 -1.214 0.0442 -0.0477 -0.2582 0.112
H 3.255 -1.268 -2.457 0.0296 0.0649 0.0659 0.132
C 1.657 2.079 0.892 -0.5768 -0.1520 -0.0466 -0.142
H 0.972 1.463 1.475 -0.1169 0.2618 0.0202 0.112
H 1.767 3.049 1.388 -0.0115 -0.0468 0.0000 0.148
H 4.841 1.417 0.194 0.1308 0.2290 -0.0184 0.113
H 4.213 3.003 0.687 0.0153 -0.0796 0.0089 0.132
H 4.321 2.979 -1.752 0.0425 -0.0441 -0.0277 0.115
H 3.437 1.447 -1.828 0.0711 0.0008 -0.0750 0.097
H 1.885 3.307 -2.314 -0.0002 0.0883 0.0272 0.124
H 2.309 4.098 -0.798 -0.0317 0.0796 -0.0147 0.124
H 1.085 1.317 -1.036 -0.0562 0.0666 0.0327 0.133
H -0.853 1.168 0.261 0.1042 0.1164 -0.0858 0.105
H -2.818 3.246 -0.369 -0.0295 -0.0899 0.1148 0.125
H -2.527 2.761 1.314 -0.0165 0.0704 -0.1446 0.139
H -4.866 2.309 -1.027 0.0009 0.1154 -0.0541 0.117
H -6.435 0.460 -1.240 -0.1031 -0.0276 -0.0494 0.101
H -7.894 -1.196 -0.386 0.0313 -0.0174 -0.0246 0.096
H -7.082 -1.719 -1.890 -0.0063 0.0054 0.0455 0.096
```
Forces are in eV/Å.

Its total charge is 0. The calculation puts the energy relative to the best compared isomer or geometry (same formula, charge and spin) at 26.3 kcal/mol. Its SMILES is COc1ccc(CNC(=O)[C@H]2CCCN(S(=O)(=O)N3CCC(C)CC3)C2)c(OC)c1. The value obtained for the HOMO energy is -8.468 eV. The energy is -47855.93161 eV. The calculation puts the HOMO-LUMO gap at 0.3363 Eh.



Formula: C6H9N3
Source: the OMol25 dataset
Level of theory: ωB97M-V with the def2-TZVPD basis set

The geometry in XYZ format:
```
18
Properties=species:S:1:pos:R:3:forces:R:3:lowdin_charge:R:1
C -0.612 -0.608 1.500 -0.5969 0.3256 1.6548 -0.433
C -0.970 0.757 0.860 -2.4808 -2.6822 -1.0133 -0.086
C -0.111 0.963 -0.344 0.4352 0.1547 -0.9141 -0.303
C -0.308 0.057 -1.577 -1.8926 0.0888 -1.4749 -0.125
C 1.194 -0.303 -1.596 -0.0939 -0.5846 1.9132 -0.061
C 1.490 -0.224 0.982 2.2021 -1.0095 1.7830 -0.211
H -2.279 -1.331 1.558 -1.4761 -0.1037 -0.6216 0.017
H -0.915 1.478 1.615 0.5445 1.3114 1.0008 0.097
H -2.046 0.772 0.505 0.9367 -0.1179 0.4126 0.138
H -0.120 2.042 -0.572 0.4609 -0.3507 -0.1431 0.147
H -0.998 -0.776 -1.302 0.7686 0.3159 -0.2981 0.117
H -0.732 0.526 -2.531 0.6250 -0.5092 1.3097 0.124
H 1.791 0.271 -2.321 -0.1412 -0.4615 0.3099 0.107
H 1.463 -1.415 -1.525 -0.3043 1.7101 -0.3575 0.137
H 2.545 -0.384 1.194 0.2722 0.0097 -0.2644 0.117
N -1.360 -1.608 1.796 1.5770 1.1972 -0.1451 0.146
N 1.238 0.384 -0.202 -0.2877 0.6851 -0.9364 -0.052
N 0.731 -0.601 1.961 -0.5489 0.0208 -2.2157 0.125
```
Forces are in eV/Å.

Its total charge is 0. The calculation puts the energy relative to the best compared isomer or geometry (same formula, charge and spin) at 36.3 kcal/mol. Its SMILES is [H]/N=C1\C[C@@H]2CCN2C=N1. The value obtained for the HOMO energy is -8.939 eV. The energy is -10836.05228 eV. The calculation puts the HOMO-LUMO gap at 0.3590 Eh.



Which of these has the lowest HOMO energy?
C4H8O2